Entry 1:
Formula: C17H33AsF5N4O3P2RbS4Sb
Source: the Open Molecules 2025 dataset
Level of theory: ωB97M-V with the def2-TZVPD basis set

The geometry in XYZ format:
```
71
Properties=species:S:1:pos:R:3:forces:R:3
Rb -0.266 -0.214 -0.506 1.08 0.01 0.80
F 2.263 5.929 2.313 -0.04 -0.04 0.02
C 1.282 5.089 2.704 0.03 0.04 -0.04
C 0.842 4.075 1.874 0.07 -0.03 -0.04
F 1.398 3.930 0.658 -0.04 0.00 0.06
C -0.163 3.225 2.290 -0.12 -0.07 0.03
F -0.544 2.270 1.426 0.09 0.05 0.00
C -0.813 3.329 3.532 -0.04 0.03 -0.02
S -2.120 2.297 4.010 0.20 0.08 0.05
C -0.326 4.371 4.333 -0.01 0.03 0.08
F -0.857 4.593 5.550 0.01 -0.01 -0.04
C 0.687 5.226 3.942 -0.01 0.03 0.06
F 1.100 6.214 4.764 -0.01 -0.03 -0.01
C -5.624 -1.022 1.542 0.00 0.03 0.00
N -4.734 0.064 1.165 -0.07 -0.16 0.14
C -4.674 1.150 2.144 -0.10 0.03 -0.10
P -3.342 -0.352 0.372 -0.60 0.38 -0.23
O -2.498 0.830 0.132 -0.80 0.28 0.29
O -3.945 -0.937 -1.036 0.10 0.11 0.05
P -3.190 -0.546 -2.426 -0.09 -0.15 -0.28
O -1.770 -0.923 -2.450 -0.68 -0.10 -0.54
N -3.506 1.050 -2.678 0.09 -0.02 0.05
C -4.573 1.771 -2.000 -0.01 -0.02 -0.03
C -2.363 1.898 -3.013 -0.02 0.04 0.00
N -4.056 -1.390 -3.560 -0.07 -0.11 0.09
C -3.770 -2.820 -3.641 -0.01 -0.01 0.01
C -5.452 -1.063 -3.772 0.00 0.00 -0.02
N -2.567 -1.644 0.984 0.01 -0.17 0.06
C -2.911 -3.037 0.695 -0.04 0.03 0.11
C -1.819 -1.440 2.238 -0.07 0.00 -0.04
H -5.332 -1.482 2.494 0.00 0.00 0.01
H -5.633 -1.795 0.774 0.00 -0.01 -0.02
H -6.641 -0.637 1.647 0.00 0.01 0.01
H -4.455 0.778 3.149 0.00 0.00 -0.01
H -5.636 1.670 2.161 -0.02 -0.01 0.00
H -3.884 1.851 1.887 -0.02 -0.03 0.02
H -5.323 1.088 -1.608 0.00 -0.02 -0.01
H -5.057 2.456 -2.704 0.01 0.01 0.01
H -4.172 2.342 -1.158 0.00 0.00 0.02
H -1.565 1.306 -3.456 -0.02 -0.02 0.00
H -1.980 2.388 -2.111 0.01 0.01 0.00
H -2.674 2.663 -3.729 -0.01 0.01 0.00
H -2.714 -2.995 -3.446 0.01 0.01 0.00
H -4.006 -3.174 -4.647 0.00 0.00 0.00
H -4.363 -3.398 -2.922 -0.01 0.00 0.01
H -5.582 0.017 -3.812 0.01 0.00 0.00
H -6.101 -1.471 -2.985 -0.01 0.00 0.00
H -5.774 -1.480 -4.729 0.00 0.00 0.00
H -3.412 -3.111 -0.266 0.00 0.00 -0.01
H -3.567 -3.441 1.477 -0.01 -0.01 0.00
H -1.986 -3.615 0.648 0.00 0.00 0.00
H -1.653 -0.376 2.424 -0.01 0.00 -0.02
H -0.862 -1.961 2.169 0.00 -0.03 -0.05
H -2.384 -1.845 3.084 0.00 0.00 0.01
S 3.592 -4.337 -1.736 -0.07 0.05 -0.17
Sb 1.838 -2.992 -1.076 0.55 -0.36 0.30
S 2.625 -0.979 -0.132 0.53 -0.25 0.12
S 0.442 -4.055 0.457 -0.09 0.13 -0.08
C 1.368 1.213 -4.735 -0.04 0.00 0.03
As 1.729 0.344 -2.970 0.34 0.31 -0.71
C 2.295 2.009 -2.087 0.01 0.02 -0.01
C 3.498 -0.290 -3.516 -0.01 -0.04 0.03
H 2.188 1.871 -5.032 0.00 -0.01 0.01
H 0.444 1.795 -4.703 0.01 0.01 0.01
H 1.251 0.431 -5.488 -0.01 0.01 -0.01
H 3.021 2.538 -2.708 0.00 0.00 -0.01
H 2.742 1.765 -1.124 -0.02 -0.03 -0.01
H 1.432 2.657 -1.921 0.00 0.01 0.00
H 4.048 0.521 -3.999 0.00 -0.01 0.01
H 3.382 -1.122 -4.212 0.00 0.00 0.00
H 4.025 -0.651 -2.635 -0.01 0.00 0.01
```
Positions in Å, forces in eV/Å.

The value obtained for the HOMO energy (spin up / spin down) is -1.0 / -1.8 eV. Its charge is -2. The spin multiplicity is 2. The energy above the lowest of the compared OMol25 structures with the same formula, charge and spin is 23.6 kcal/mol. As for the expectation value of S²: 0.761.

Here is what Mulliken gives for the atomic charges, in e: atom 1 (Rb): 0.7959, atom 2 (F): -0.3409, atom 3 (C): 0.2446, atom 4 (C): -0.1195, atom 5 (F): -0.2463, atom 6 (C): 0.0503, atom 7 (F): 0.1319, atom 8 (C): -0.0158, atom 9 (S): -0.4877, atom 10 (C): 0.3908, atom 11 (F): -0.3585, atom 12 (C): 0.2056, atom 13 (F): -0.3287, atom 14 (C): -0.9856, atom 15 (N): 0.4368, atom 16 (C): -1.0114, atom 17 (P): 0.0058, atom 18 (O): -0.6246, atom 19 (O): -0.3916, atom 20 (P): 0.2609, atom 21 (O): -0.6862, atom 22 (N): 0.4995, atom 23 (C): -1.1068, atom 24 (C): -0.8655, atom 25 (N): 0.0709, atom 26 (C): -1.1228, atom 27 (C): -0.9312, atom 28 (N): 1.0617, atom 29 (C): -0.5166, atom 30 (C): -0.9082, atom 31 (H): 0.2550, atom 32 (H): 0.2403, atom 33 (H): 0.3937, atom 34 (H): 0.3594, atom 35 (H): 0.2548, atom 36 (H): 0.2973, atom 37 (H): 0.3607, atom 38 (H): 0.3666, atom 39 (H): 0.3647, atom 40 (H): 0.2257, atom 41 (H): 0.2354, atom 42 (H): 0.3409, atom 43 (H): 0.3361, atom 44 (H): 0.3873, atom 45 (H): 0.2930, atom 46 (H): 0.2366, atom 47 (H): 0.2337, atom 48 (H): 0.3701, atom 49 (H): 0.0789, atom 50 (H): 0.2254, atom 51 (H): -0.0770, atom 52 (H): 0.2302, atom 53 (H): 0.2294, atom 54 (H): 0.2835, atom 55 (S): -0.7500, atom 56 (Sb): 0.5825, atom 57 (S): -0.6267, atom 58 (S): -0.6935, atom 59 (C): -1.3875, atom 60 (As): 0.2026, atom 61 (C): -1.1052, atom 62 (C): -1.1330, atom 63 (H): 0.4057, atom 64 (H): 0.3199, atom 65 (H): 0.3535, atom 66 (H): 0.4711, atom 67 (H): 0.3227, atom 68 (H): 0.3498, atom 69 (H): 0.3358, atom 70 (H): 0.3753, atom 71 (H): 0.3486



Entry 2:
Formula: C17H33BCl16N2O3
Source: the Open Molecules 2025 dataset
Level of theory: ωB97M-V with the def2-TZVPD basis set

The geometry in XYZ format:
```
72
Properties=species:S:1:pos:R:3:forces:R:3
O -0.465 2.238 1.518 -2.46 3.43 -8.64
C -0.941 2.753 0.468 -0.53 1.20 1.63
N -1.594 3.460 -0.441 1.97 -3.17 5.20
B -2.574 4.390 0.278 -0.03 -1.03 -0.31
O -4.026 4.165 0.197 2.81 1.69 -0.42
N -4.369 3.151 1.079 -1.30 -3.65 -1.60
O -4.431 2.113 0.480 -0.07 1.97 1.77
H -2.066 5.259 0.908 -0.51 0.45 -0.41
Cl 1.210 0.690 1.251 1.66 -1.75 0.21
C 1.880 -0.663 2.197 0.33 -0.22 -0.18
C 1.069 -0.940 3.447 -0.04 -0.17 -0.23
Cl 1.222 0.368 4.649 -0.01 0.08 0.02
H 2.920 -0.429 2.436 -0.16 0.00 0.04
H 1.870 -1.541 1.547 -0.06 0.00 0.14
H 1.427 -1.853 3.927 0.02 0.11 -0.06
H 0.010 -1.067 3.219 0.15 0.11 0.02
Cl -0.749 -4.053 3.192 0.08 0.02 0.01
C -2.501 -4.052 3.520 -0.39 -0.07 0.03
C -3.247 -3.073 2.635 -0.05 -0.15 -0.06
Cl -2.872 -1.380 3.040 0.06 0.03 0.00
H -2.647 -3.830 4.578 0.10 0.08 -0.17
H -2.858 -5.067 3.332 0.04 0.11 -0.08
H -4.323 -3.199 2.770 0.13 -0.03 0.07
H -3.016 -3.228 1.580 0.05 0.02 0.17
Cl 1.072 4.567 -4.480 0.04 0.07 0.05
C 0.531 2.933 -4.944 -0.05 -0.14 -0.12
C -0.394 2.322 -3.910 -0.14 0.06 -0.18
Cl 0.456 1.932 -2.395 0.20 -0.10 -0.05
H 1.417 2.315 -5.104 -0.39 0.38 0.16
H 0.007 3.032 -5.897 -0.05 0.01 0.13
H -0.809 1.386 -4.290 0.12 0.07 -0.01
H -1.225 2.989 -3.670 0.17 -0.03 0.05
Cl -2.386 1.622 5.746 0.00 -0.03 -0.05
C -1.828 3.272 5.377 0.14 0.11 -0.09
C -2.582 3.881 4.212 -0.68 0.35 0.14
Cl -2.186 3.077 2.670 -1.34 0.83 2.95
H -0.754 3.231 5.183 -0.15 -0.09 -0.06
H -1.989 3.870 6.276 -0.08 -0.01 -0.15
H -2.310 4.933 4.101 0.05 -0.11 0.01
H -3.663 3.823 4.359 0.14 -0.04 0.05
Cl 2.533 0.310 -5.133 0.22 -0.50 -0.03
C 4.183 0.911 -4.833 0.28 0.16 0.05
C 5.242 -0.096 -5.239 0.04 0.16 -0.14
Cl 5.252 -1.526 -4.176 -0.13 0.00 0.00
H 4.261 1.172 -3.776 -0.07 -0.14 -0.12
H 4.298 1.825 -5.419 0.02 -0.13 -0.01
H 6.232 0.358 -5.166 -0.13 0.01 0.06
H 5.098 -0.439 -6.265 -0.07 0.00 0.18
Cl -6.025 8.023 1.095 0.03 0.02 0.04
C -6.576 6.398 0.616 -0.08 -0.24 -0.10
C -7.558 5.811 1.610 -0.12 0.04 -0.25
Cl -6.785 5.412 3.165 0.02 0.03 0.05
H -5.697 5.764 0.498 -0.12 0.13 0.12
H -7.055 6.502 -0.360 -0.04 0.01 0.14
H -7.973 4.881 1.216 0.12 0.07 0.00
H -8.385 6.495 1.810 0.19 -0.03 0.03
Cl -1.999 -7.047 0.002 -0.05 -0.01 0.05
C -0.345 -6.448 0.284 0.28 0.10 0.03
C 0.708 -7.439 -0.170 0.01 0.18 -0.14
Cl 0.745 -8.896 0.855 -0.03 -0.02 -0.01
H -0.246 -6.214 1.345 -0.04 -0.12 -0.15
H -0.245 -5.518 -0.280 0.02 -0.13 0.00
H 1.698 -6.983 -0.106 -0.13 0.01 0.06
H 0.544 -7.756 -1.202 -0.06 0.00 0.18
Cl 8.198 -6.276 -4.739 0.02 0.02 -0.02
C 8.547 -5.559 -3.147 0.02 0.05 0.22
C 7.872 -4.214 -2.964 -0.08 -0.09 0.16
Cl 8.579 -2.960 -4.013 0.07 -0.05 -0.03
H 9.631 -5.482 -3.040 -0.16 0.06 -0.10
H 8.180 -6.262 -2.396 -0.04 0.11 -0.07
H 7.998 -3.873 -1.935 0.06 -0.08 -0.09
H 6.802 -4.269 -3.177 0.17 -0.01 -0.08
```
Positions in Å, forces in eV/Å.

The value obtained for the HOMO energy is -9.8 eV. Its charge is 0. The spin multiplicity is 1.

Here is what Mulliken gives for the atomic charges, in e: atom 1 (O): -0.7458, atom 2 (C): 0.8328, atom 3 (N): -0.2744, atom 4 (B): 0.5070, atom 5 (O): -0.2673, atom 6 (N): 0.2902, atom 7 (O): -0.3332, atom 8 (H): -0.0941, atom 9 (Cl): -0.0368, atom 10 (C): -0.5437, atom 11 (C): -0.0438, atom 12 (Cl): -0.1920, atom 13 (H): 0.3360, atom 14 (H): 0.2651, atom 15 (H): 0.3374, atom 16 (H): -0.0688, atom 17 (Cl): -0.1825, atom 18 (C): -0.4508, atom 19 (C): -0.5418, atom 20 (Cl): -0.1169, atom 21 (H): 0.3572, atom 22 (H): 0.3144, atom 23 (H): 0.3294, atom 24 (H): 0.2903, atom 25 (Cl): -0.2139, atom 26 (C): 0.2515, atom 27 (C): -0.5822, atom 28 (Cl): -0.1083, atom 29 (H): -0.3580, atom 30 (H): 0.3538, atom 31 (H): 0.3282, atom 32 (H): 0.3354, atom 33 (Cl): -0.1647, atom 34 (C): -0.4871, atom 35 (C): -0.5491, atom 36 (Cl): -0.0794, atom 37 (H): 0.3013, atom 38 (H): 0.3682, atom 39 (H): 0.3069, atom 40 (H): 0.2928, atom 41 (Cl): -0.2176, atom 42 (C): -0.3914, atom 43 (C): -0.5194, atom 44 (Cl): -0.1692, atom 45 (H): 0.3220, atom 46 (H): 0.3260, atom 47 (H): 0.3260, atom 48 (H): 0.3112, atom 49 (Cl): -0.1976, atom 50 (C): 0.1556, atom 51 (C): -0.5179, atom 52 (Cl): -0.1673, atom 53 (H): -0.2024, atom 54 (H): 0.3115, atom 55 (H): 0.2786, atom 56 (H): 0.3908, atom 57 (Cl): -0.1949, atom 58 (C): -0.3184, atom 59 (C): -0.4176, atom 60 (Cl): -0.1859, atom 61 (H): 0.1947, atom 62 (H): 0.2954, atom 63 (H): 0.2942, atom 64 (H): 0.3269, atom 65 (Cl): -0.1816, atom 66 (C): -0.4226, atom 67 (C): -0.4186, atom 68 (Cl): -0.1715, atom 69 (H): 0.3168, atom 70 (H): 0.2928, atom 71 (H): 0.3033, atom 72 (H): 0.2846